This record from OMol25 describes a cluster of 9 separate species, C36H52N2O14 in total at a distorted geometry. The level of theory is ωB97M-V/def2-TZVPD.

Computed properties:
E_tot, eV: -69810.2039
<S²>: 0.762
Gap between HOMO and LUMO (alpha / beta), eV: 6.9 / 2.8
Maximum force, eV/A: 6.2

Structure (ORCA input):
```
! RIJCOSX wB97M-V def2-TZVPD def2/J DEFGRID3
* xyz 1 2
O -11.065 -7.484 -15.803
C -10.956 -8.135 -16.807
O -11.451 -9.355 -16.863
C -11.257 -9.995 -18.108
C -10.748 -8.851 -18.965
C -10.213 -7.810 -18.096
H -12.239 -10.249 -18.508
H -10.522 -10.797 -18.167
H -11.515 -8.425 -19.612
H -9.890 -9.100 -19.590
H -10.561 -6.795 -18.284
H -9.126 -7.725 -18.067
O -7.298 -13.487 -24.603
C -7.592 -12.736 -23.620
O -6.759 -12.612 -22.531
C -7.170 -11.580 -21.652
C -8.472 -11.034 -22.210
C -8.725 -11.766 -23.596
H -6.436 -10.775 -21.607
H -7.330 -11.996 -20.657
H -8.499 -9.948 -22.300
H -9.314 -11.282 -21.563
H -8.560 -11.132 -24.467
H -9.728 -12.166 -23.744
O -10.882 -9.045 -24.794
C -10.473 -8.212 -25.579
O -9.297 -8.232 -26.230
C -8.997 -7.200 -27.134
C -10.235 -6.345 -27.100
C -11.178 -6.944 -26.011
H -8.913 -7.595 -28.147
H -8.128 -6.664 -26.753
H -10.631 -6.236 -28.109
H -10.084 -5.305 -26.809
H -12.171 -7.134 -26.419
H -11.423 -6.366 -25.120
O -9.135 -14.416 -26.220
C -10.230 -13.829 -26.378
O -10.172 -12.534 -26.530
C -11.453 -11.916 -26.470
C -12.450 -13.089 -26.721
C -11.692 -14.356 -26.483
H -11.523 -11.048 -27.126
H -11.548 -11.488 -25.473
H -12.812 -12.902 -27.732
H -13.341 -13.069 -26.094
H -11.736 -14.873 -27.442
H -11.935 -14.975 -25.620
O -18.194 -10.470 -17.818
C -17.317 -9.861 -18.390
O -17.340 -9.600 -19.706
C -16.291 -8.690 -20.041
C -15.263 -8.844 -18.921
C -16.102 -9.223 -17.715
H -16.719 -7.696 -20.173
H -15.876 -8.968 -21.010
H -14.668 -7.936 -18.828
H -14.529 -9.634 -19.081
H -16.370 -8.366 -17.097
H -15.604 -9.962 -17.087
O -8.053 -4.873 -23.688
C -8.769 -5.428 -22.882
O -9.026 -6.685 -22.943
C -9.881 -7.121 -21.883
C -10.654 -5.898 -21.476
C -9.602 -4.799 -21.800
H -9.235 -7.512 -21.096
H -10.532 -7.971 -22.090
H -10.903 -5.874 -20.415
H -11.538 -5.764 -22.100
H -9.099 -4.575 -20.860
H -10.115 -3.906 -22.157
O -9.896 -14.816 -23.165
C -10.062 -15.799 -22.469
O -9.185 -16.771 -22.439
C -9.683 -17.872 -21.680
C -11.181 -17.608 -21.659
C -11.244 -16.093 -21.613
H -9.134 -17.840 -20.738
H -9.583 -18.852 -22.145
H -11.696 -17.956 -20.763
H -11.811 -17.943 -22.483
H -11.049 -15.757 -20.594
H -12.100 -15.654 -22.125
N -12.170 -10.603 -22.892
C -12.122 -11.961 -22.811
C -12.502 -12.282 -21.531
C -12.942 -11.146 -20.886
C -12.623 -10.094 -21.729
H -11.872 -10.063 -23.692
H -11.876 -12.556 -23.678
H -12.465 -13.266 -21.086
H -13.411 -11.188 -19.914
H -12.749 -9.038 -21.542
N -11.286 -14.715 -17.723
C -10.977 -13.599 -18.441
C -9.594 -13.566 -18.548
C -9.076 -14.695 -17.976
C -10.163 -15.387 -17.384
H -12.178 -15.022 -17.364
H -11.780 -12.959 -18.777
H -8.979 -12.780 -18.963
H -8.059 -15.053 -18.022
H -10.157 -16.252 -16.738
*
```